13 unconnected molecules or ions with the total composition C74H167N9O18 at a distorted geometry, computed with ωB97M-V/def2-TZVPD.

```
268
Properties=species:S:1:pos:R:3:lowdin_charge:R:1
C 1.6425 -2.0306 8.2544 -0.2105
C 2.9313 -2.1822 7.3960 -0.2703
O 2.9019 -3.2231 6.4888 -0.0699
O 0.4864 -2.2099 7.4495 -0.0787
H 1.5886 -0.9954 8.5912 0.1134
H 1.4763 -2.8669 8.9335 0.1203
H 3.9261 -2.4500 7.7522 0.1196
H 3.1564 -1.2254 6.9247 0.1090
H 3.7179 -3.1815 5.9848 0.0950
H 0.7889 -1.9449 6.5778 0.0713
C 0.8158 -7.8315 4.7144 -0.2503
C 1.9263 -8.6410 4.0065 -0.2022
O 1.6793 -8.7025 2.5770 -0.0889
O -0.4255 -8.3477 4.2627 -0.0613
H 0.8413 -6.7418 4.7164 0.1178
H 1.0990 -7.9732 5.7574 0.1066
H 2.0002 -9.6724 4.3513 0.1174
H 2.7811 -7.9990 4.2190 0.1140
H 0.7373 -8.5685 2.4497 0.0595
H -1.1798 -7.8246 4.5436 0.0897
C -3.3735 -9.5017 -3.0797 -0.2545
C -2.0591 -9.0739 -2.4014 -0.2595
O -2.0804 -9.4458 -1.0588 -0.0559
O -4.5200 -8.9879 -2.4235 -0.0624
H -3.4192 -10.5907 -3.0780 0.1172
H -3.3890 -9.1684 -4.1174 0.1153
H -1.9268 -7.9920 -2.4133 0.1184
H -1.2736 -9.6448 -2.8965 0.1213
H -2.8475 -8.9701 -0.7319 0.0790
H -5.0870 -8.9331 -3.1962 0.0812
C 7.5901 -2.2011 -7.6356 -0.2525
C 7.2896 -2.5080 -6.1837 -0.3347
O 6.0698 -2.2553 -5.6448 -0.0185
O 6.6497 -2.9426 -8.3712 -0.0545
H 8.6491 -2.3814 -7.8202 0.1259
H 7.3100 -1.1494 -7.6958 0.1160
H 8.0244 -1.9745 -5.5808 0.1191
H 7.6630 -3.5094 -5.9693 0.1174
H 5.4187 -2.8576 -6.0121 0.0969
H 7.0950 -3.1492 -9.1962 0.0852
C 4.6498 -7.2615 -1.6774 -0.2530
C 4.8135 -8.5014 -2.5131 -0.2556
O 6.1191 -9.0357 -2.6182 -0.0685
O 5.0345 -7.5929 -0.3605 -0.0682
H 3.6215 -6.9011 -1.7080 0.1199
H 5.2814 -6.4160 -1.9499 0.1183
H 4.4658 -8.4092 -3.5420 0.1215
H 4.2844 -9.3022 -1.9965 0.1172
H 6.5125 -9.1416 -1.7489 0.0787
H 4.2178 -7.7952 0.1017 0.0868
C 7.9373 -4.0807 3.1118 -0.8696
O 6.9128 -4.1451 3.7216 0.0510
N 9.0602 -3.6947 3.6634 0.1542
N 8.1394 -4.4246 1.9294 0.1773
H 9.7755 -4.1046 3.0800 0.1028
H 9.0091 -3.4585 4.6441 0.1245
H 9.0506 -4.1925 1.5609 0.1208
H 7.3489 -4.7203 1.3746 0.1397
C 1.1077 0.5393 0.5195 -0.0346
C 1.7634 -0.7713 0.0577 -0.4546
C 1.2557 -1.8835 1.1175 -0.1430
C -0.1746 -2.2689 0.9067 -0.2020
C -0.4164 -2.4994 -0.5770 -0.1432
C 0.1100 -1.5969 -1.7315 -0.4969
N 1.4989 -1.1689 -1.3826 -0.0939
O 2.0872 -0.2290 -2.3215 -0.0206
C 0.0710 -2.5085 -2.9133 -0.0586
C -0.8134 -0.3545 -1.9105 -0.0221
C 3.2564 -0.8965 0.2089 -0.0622
H 1.3634 1.3423 -0.1719 0.0813
H 1.6837 0.8186 1.4017 0.0784
H 0.0771 0.6329 0.8620 0.0773
H 1.9032 -2.7506 1.2480 0.1149
H 1.4028 -1.4936 2.1247 0.1106
H -0.9034 -1.4977 1.1562 0.0973
H -0.4981 -3.0288 1.6179 0.1143
H -1.4943 -2.4567 -0.7331 0.1158
H -0.1603 -3.5518 -0.6997 0.1127
H -0.9296 -2.9033 -3.0897 0.0887
H 0.1799 -2.0231 -3.8831 0.0828
H 0.8383 -3.2620 -2.7359 0.0908
H -1.3833 -0.0151 -1.0456 0.0727
H -0.2108 0.5211 -2.1517 0.0707
H -1.4813 -0.4860 -2.7618 0.0758
H 3.5060 -1.7335 -0.4432 0.0884
H 3.5768 -1.0091 1.2446 0.0871
H 3.8564 -0.1011 -0.2334 0.0783
H 2.8240 -0.7041 -2.7126 0.0939
C 2.4382 2.3705 -7.7117 -0.0276
C 1.1929 1.7111 -8.4461 -0.4606
C 1.1439 2.5245 -9.8163 -0.1393
C 0.2141 1.9117 -10.8956 -0.1726
C 0.5853 0.4372 -11.1651 -0.1504
C 0.5461 -0.4233 -9.8385 -0.4127
N 1.3966 0.3331 -8.8519 -0.1719
O 2.0374 -0.3480 -7.9191 -0.0022
C -0.9187 -0.8035 -9.3221 -0.0152
C 1.1231 -1.8097 -10.2858 -0.0498
C -0.1313 1.9354 -7.7201 -0.0429
H 2.4003 2.1001 -6.6565 0.0751
H 2.3830 3.4571 -7.7775 0.0783
H 3.4514 2.1359 -8.0380 0.0766
H 0.7685 3.5368 -9.6662 0.1072
H 2.1688 2.6875 -10.1495 0.1098
H 0.4053 2.4962 -11.7955 0.1040
H -0.8441 1.8650 -10.6385 0.1024
H 1.6039 0.3656 -11.5466 0.1071
H -0.0319 0.0302 -11.9661 0.1091
H -0.8756 -1.8402 -8.9882 0.0627
H -1.3524 -0.1585 -8.5579 0.0558
H -1.5257 -0.9176 -10.2201 0.0750
H 0.4548 -2.3272 -10.9740 0.0857
H 2.1318 -1.7741 -10.6972 0.0809
H 1.1054 -2.3454 -9.3367 0.0693
H -0.1695 2.9167 -7.2472 0.0807
H -0.3886 1.1231 -7.0404 0.0854
H -0.9767 2.1723 -8.3661 0.0712
H 2.9680 -0.2406 -8.1290 0.1084
C -7.2126 -1.7315 -4.6892 -0.0279
C -7.8027 -0.3938 -5.1780 -0.4747
C -6.9990 0.2231 -6.3954 -0.1348
C -7.3681 -0.4695 -7.7088 -0.1812
C -8.7886 -0.1391 -8.0302 -0.1610
C -9.7959 -0.6563 -6.9644 -0.5070
N -9.2608 -0.4684 -5.6050 -0.1130
O -10.1034 -0.8318 -4.5590 -0.0036
C -11.0262 0.1447 -7.2630 -0.0565
C -10.0791 -2.1611 -7.1880 -0.0286
C -7.6544 0.6141 -4.0294 -0.0508
H -7.5676 -1.9588 -3.6840 0.0842
H -6.1405 -1.5587 -4.7829 0.0799
H -7.3145 -2.4980 -5.4575 0.0674
H -7.1714 1.2993 -6.4048 0.1126
H -5.9318 0.2618 -6.1771 0.1099
H -7.2048 -1.5320 -7.5284 0.1083
H -6.8256 -0.0824 -8.5713 0.1144
H -9.0157 -0.7643 -8.8938 0.1118
H -8.9591 0.8180 -8.5231 0.1233
H -11.3435 0.1519 -8.3058 0.0853
H -11.9550 -0.2556 -6.8566 0.0822
H -10.8727 1.1907 -6.9979 0.0958
H -9.2551 -2.8535 -7.0160 0.0822
H -10.8542 -2.4487 -6.4777 0.0681
H -10.6501 -2.2847 -8.1082 0.0872
H -8.2688 1.5057 -4.1552 0.0879
H -6.6250 0.7924 -3.7188 0.0908
H -8.2479 0.1115 -3.2657 0.0671
H -10.2897 -1.7649 -4.6857 0.0807
C -5.6939 -6.7940 7.2460 -0.0578
C -6.2155 -5.5246 6.6641 -0.5244
C -5.0496 -4.6142 6.3396 -0.1380
C -5.1835 -3.5191 5.2523 -0.1585
C -5.5875 -4.2924 4.0047 -0.1459
C -6.9405 -5.0853 4.2481 -0.4717
N -6.8282 -5.9527 5.4016 -0.1416
O -7.8434 -6.9015 5.4533 0.0042
C -8.2167 -4.1574 4.3029 -0.0169
C -7.0619 -5.9663 2.9236 -0.0358
C -7.1532 -4.8398 7.6964 -0.0138
H -5.1575 -7.4254 6.5377 0.0942
H -6.5664 -7.4088 7.4672 0.0785
H -5.1807 -6.6837 8.2013 0.0980
H -4.7732 -3.9937 7.1921 0.1134
H -4.1565 -5.2382 6.3077 0.1149
H -4.3031 -2.9345 4.9855 0.1106
H -5.9717 -2.8210 5.5343 0.1068
H -4.8929 -5.0924 3.7485 0.1155
H -5.7415 -3.5544 3.2175 0.1118
H -9.0360 -4.8654 4.1785 0.0763
H -8.2466 -3.5402 5.2009 0.0590
H -8.2001 -3.4537 3.4706 0.0752
H -7.0638 -5.2445 2.1069 0.0817
H -6.3959 -6.8263 2.9942 0.0826
H -8.0328 -6.4612 2.8985 0.0634
H -6.6339 -4.4465 8.5703 0.0838
H -8.0708 -5.3589 7.9730 0.0829
H -7.5563 -3.9768 7.1665 0.0593
H -7.3359 -7.6995 5.6187 0.0927
C 5.6121 10.4079 -1.3432 -0.0355
C 5.9482 9.3584 -0.2564 -0.4619
C 4.7002 9.2684 0.6440 -0.1644
C 3.5554 8.5091 -0.0921 -0.1834
C 4.1249 7.1354 -0.4607 -0.1628
C 5.3163 7.1709 -1.4407 -0.4262
N 6.3824 8.1166 -0.8464 -0.1829
O 7.4740 8.1425 -1.5762 0.0134
C 5.8274 5.7249 -1.3281 -0.0483
C 4.8266 7.5414 -2.8753 -0.0194
C 7.0087 9.9447 0.8048 -0.0039
H 4.7045 10.3483 -1.9438 0.0699
H 6.4349 10.3256 -2.0534 0.0782
H 5.6780 11.4296 -0.9690 0.0765
H 4.7933 8.5843 1.4875 0.1086
H 4.2333 10.1973 0.9713 0.1250
H 3.3539 9.1444 -0.9547 0.0882
H 2.7389 8.4262 0.6252 0.1110
H 3.2555 6.7058 -0.9584 0.1170
H 4.2818 6.5305 0.4324 0.1184
H 5.0677 4.9491 -1.2325 0.0844
H 6.3693 5.3966 -2.2151 0.0759
H 6.5211 5.7252 -0.4873 0.0839
H 3.9838 8.2281 -2.9546 0.0672
H 5.5862 8.1456 -3.3714 0.0742
H 4.5777 6.6995 -3.5214 0.0802
H 7.1053 11.0303 0.7897 0.0745
H 7.9646 9.4364 0.6781 0.0655
H 6.6663 9.7042 1.8113 0.0629
H 8.0430 7.6844 -0.9533 0.1142
C -6.0100 4.8332 1.6142 -0.0282
C -5.6193 4.7833 3.1448 -0.4532
C -4.9929 3.4097 3.4187 -0.1522
C -4.0947 3.2988 4.6313 -0.1728
C -3.0790 4.4443 4.6218 -0.1236
C -3.7976 5.8561 4.6137 -0.4942
N -4.7098 5.9354 3.4634 -0.1763
O -5.1713 7.1706 3.2681 -0.0059
C -4.5240 6.1242 5.9783 -0.0085
C -2.6410 6.8355 4.3983 -0.0552
C -6.9143 4.9743 3.9790 -0.0327
H -6.6702 4.0261 1.2966 0.0783
H -5.0508 4.5059 1.2132 0.0661
H -6.2785 5.7549 1.0980 0.0767
H -5.8626 2.7555 3.4809 0.1195
H -4.4680 2.9786 2.5663 0.1137
H -3.5425 2.3599 4.6709 0.1115
H -4.7651 3.3643 5.4883 0.0962
H -2.4767 4.4786 3.7139 0.1116
H -2.3555 4.4712 5.4366 0.1154
H -3.6706 6.5447 6.5102 0.0711
H -5.2988 6.8566 5.7517 0.0795
H -4.8999 5.2585 6.5237 0.0695
H -2.1529 6.6293 3.4458 0.0888
H -3.0029 7.8567 4.5178 0.0823
H -1.9246 6.7650 5.2168 0.0808
H -7.6382 4.3157 3.4992 0.0755
H -7.2421 6.0085 4.0847 0.0831
H -6.8110 4.4983 4.9542 0.0696
H -4.6167 7.5481 2.5814 0.1134
C 5.4727 4.9136 9.0144 -0.0424
C 5.6757 4.5643 7.4600 -0.3847
C 6.3790 5.8176 6.7538 -0.1101
C 7.1866 5.4371 5.4442 -0.1572
C 8.1608 4.2619 5.8162 -0.1199
C 7.4012 2.9505 6.3216 -0.4990
N 6.4704 3.2643 7.3791 -0.1434
O 5.8909 2.0892 7.8967 -0.0135
C 6.5869 2.3133 5.0752 -0.0101
C 8.4958 2.0143 6.7902 -0.0526
C 4.1825 4.3237 6.8523 -0.0227
H 5.0032 4.0312 9.4491 0.0641
H 4.8611 5.7971 9.1977 0.0772
H 6.4647 4.9744 9.4619 0.0747
H 5.5786 6.4551 6.3781 0.0973
H 6.8332 6.5356 7.4366 0.1043
H 7.7272 6.2813 5.0162 0.0992
H 6.5098 5.1379 4.6439 0.0884
H 8.8627 4.5958 6.5803 0.1087
H 8.7292 4.0622 4.9078 0.1083
H 5.9974 3.0928 4.5924 0.0503
H 7.1878 2.0823 4.1955 0.0698
H 6.0699 1.4472 5.4883 0.0738
H 8.9955 2.5169 7.6183 0.0847
H 8.1153 1.0714 7.1829 0.0752
H 9.1314 1.7474 5.9458 0.0866
H 4.2184 4.3405 5.7630 0.0651
H 3.7089 5.2033 7.2882 0.0610
H 3.6269 3.4756 7.2525 0.0684
H 6.1860 2.2044 8.8029 0.0981
```

HOMO level (eV): -7.7
HOMO-LUMO gap (eV): 7.7
Calculated total energy (Ha): -4766.03316
ΔE to the lowest compared entry with this formula, charge and spin (kJ/mol): 695.9